(1)
{"formula": "C5H7F", "method": "ωB97M-V/def2-TZVPD", "relative_energy_ev": 0.255, "max_force_ev_per_a": 2.24, "e_tot_ev": -8014.956, "homo_lumo_gap_ev": 10.25, "e_homo_ev": -9.119, "elements": ["F", "C", "C", "C", "C", "C", "H", "H", "H", "H", "H", "H", "H"], "positions_angstrom": [[1.553, 1.460, -1.498], [0.773, 0.598, -0.834], [0.313, -0.561, -1.205], [-0.654, -1.065, -0.118], [-0.749, 0.166, 0.803], [0.548, 0.900, 0.621], [0.525, -1.201, -2.022], [-0.034, -1.826, 0.359], [-1.617, -1.525, -0.438], [-1.640, 0.748, 0.421], [-0.956, -0.079, 1.864], [0.537, 1.959, 0.829], [1.402, 0.426, 1.217]], "forces_ev_per_a": [[0.4322, -0.2741, -0.4016], [1.0809, 1.1549, 0.8023], [-2.0081, -0.9920, 0.0591], [1.3741, -0.1801, 0.0356], [-2.1075, -0.2922, 0.7078], [0.8416, -0.2684, -0.1583], [0.2044, 0.1070, -0.9942], [-0.4482, -0.4983, 0.4758], [0.7652, 0.5452, 0.0542], [1.0705, -0.1653, 0.4726], [0.0256, -0.0105, -0.5676], [-0.1472, 0.2808, 0.1717], [-1.0835, 0.5931, -0.6575]], "mulliken_charge": [-0.3154, 0.3768, -0.5105, -0.6037, -0.5317, -0.5026, 0.4558, 0.2336, 0.3519, 0.2352, 0.2965, 0.3091, 0.2050]}

=====

(2)
{"formula": "C5H7F", "method": "ωB97M-V/def2-TZVPD", "relative_energy_ev": 1.403, "max_force_ev_per_a": 2.87, "e_tot_ev": -8013.808, "homo_lumo_gap_ev": 9.89, "e_homo_ev": -9.165, "elements": ["C", "C", "C", "C", "C", "F", "H", "H", "H", "H", "H", "H", "H"], "positions_angstrom": [[-2.903, -0.344, -0.060], [-1.581, -0.351, 0.062], [-0.687, 0.872, 0.050], [0.647, 0.849, 0.072], [1.375, -0.510, -0.019], [2.728, -0.227, -0.041], [-3.421, -1.260, -0.167], [-3.617, 0.436, -0.077], [-1.019, -1.210, 0.282], [-1.354, 1.741, -0.112], [1.283, 1.658, -0.213], [1.149, -1.203, -0.810], [1.319, -1.218, 0.842]], "forces_ev_per_a": [[0.5206, -0.8067, -0.0387], [0.9577, 2.4313, 0.5252], [-2.1589, -0.0787, -0.2344], [-0.9122, -2.4700, -1.1511], [0.4590, -0.0802, 2.1074], [0.7249, 0.1604, -0.5350], [-0.2288, -1.1471, 0.2464], [0.1264, 1.4376, -0.2631], [0.1500, -1.6053, -0.2442], [1.1522, 0.1086, 0.2720], [0.1886, 0.6787, 0.3642], [-0.3094, 0.4458, -1.1470], [-0.6700, 0.9258, 0.0982]], "mulliken_charge": [-0.9702, 0.1167, -0.2872, -0.2316, -0.4507, -0.3109, 0.2574, 0.2950, 0.3062, 0.2904, 0.3595, 0.3445, 0.2809]}

=====

(3)
{"formula": "C5H7F2I2N", "method": "ωB97M-V/def2-TZVPD", "relative_energy_ev": 2.742, "max_force_ev_per_a": 4.54, "e_tot_ev": -28420.896, "homo_lumo_gap_ev": [6.53, 6.53], "e_homo_ev": [-7.165, -7.167], "elements": ["C", "C", "C", "C", "C", "N", "F", "F", "I", "I", "H", "H", "H", "H", "H", "H", "H"], "positions_angstrom": [[-0.043, -1.061, -0.293], [-0.113, 0.234, 1.600], [1.002, -0.245, -1.204], [1.783, 0.622, -0.291], [-2.122, 0.259, 0.259], [-0.805, -0.261, 0.575], [1.655, -1.168, -1.904], [0.190, 0.486, -2.064], [2.522, 2.485, -1.081], [3.206, -0.532, 0.759], [-0.595, -1.456, -1.188], [0.559, -1.859, 0.179], [0.881, -0.175, 1.977], [-0.701, 1.101, 2.070], [-2.560, -0.419, -0.403], [-2.753, 0.598, 1.139], [-2.107, 1.391, -0.129]], "forces_ev_per_a": [[0.3830, -1.4435, -3.3486], [-0.2295, 1.7412, -0.8053], [-1.0109, 1.7086, 2.3780], [-0.1596, 0.6847, 0.1625], [-0.0056, 4.4548, 0.8503], [0.9758, 0.1915, 2.2103], [0.2114, -0.6884, -0.8869], [0.6884, -0.2558, 0.1637], [-0.2652, -0.7619, 0.2400], [0.3181, 0.0782, -0.1229], [-0.3134, -0.2336, 1.4405], [-0.5866, 0.4839, 0.0893], [-1.7426, 0.4379, -0.5768], [1.4417, -1.4695, -0.1080], [-1.1261, -0.6132, -0.9200], [0.7660, -1.7856, -0.4102], [0.6553, -2.5294, -0.3559]], "mulliken_charge": [-1.1989, -0.0297, 1.0245, -0.9198, -0.8240, 0.2795, -0.2837, -0.2836, 0.0214, 0.0319, 0.3998, 0.4419, 0.0928, 0.2826, 0.2904, 0.3370, 0.3379]}

=====

(4)
{"formula": "C5H7F2N", "method": "ωB97M-V/def2-TZVPD", "relative_energy_ev": 1.976, "max_force_ev_per_a": 3.88, "e_tot_ev": -12220.706, "homo_lumo_gap_ev": 11.47, "e_homo_ev": -10.441, "elements": ["C", "C", "C", "C", "C", "H", "H", "H", "H", "H", "H", "H", "N", "F", "F"], "positions_angstrom": [[-0.566, 0.413, 0.194], [-0.296, -0.604, -0.951], [0.431, -1.698, -0.274], [1.312, -0.844, 0.658], [0.913, 0.504, 0.158], [-1.102, -1.239, -1.396], [-0.359, -2.373, 0.226], [0.989, -2.140, -1.028], [0.943, -1.083, 1.776], [2.401, -1.189, 0.428], [1.330, 1.433, 0.466], [0.414, 1.030, -1.818], [0.792, 0.260, -1.395], [-1.173, 1.642, -0.184], [-1.152, 0.259, 1.561]], "forces_ev_per_a": [[-1.9934, 2.1402, 2.0733], [-3.3841, -1.7076, 0.5714], [-1.8016, -0.1322, 2.6992], [1.6661, -2.7822, 2.1314], [0.2702, 0.6660, -1.0236], [0.2442, 1.9544, -1.2941], [1.6927, 0.6789, -0.6034], [0.9607, -1.4917, -1.1373], [1.4017, 0.9649, -2.4144], [-1.7055, 1.1743, 1.0317], [0.7232, 0.4801, 0.2790], [-0.9921, 2.7516, -1.1904], [1.1604, -2.2668, 1.9344], [0.6914, -1.8410, -0.0233], [1.0662, -0.5891, -3.0339]], "mulliken_charge": [1.0787, -0.3076, -0.7385, -0.5997, -0.5772, 0.3778, 0.3281, 0.3563, 0.2752, 0.3043, 0.5010, 0.2814, -0.5979, -0.3214, -0.3604]}